29
Properties=species:S:1:pos:R:3 method="wB97M-V/def2-TZVPD" total_charge=-1 relative_energy_ev=0.0000 e_tot_ha=-1216.57105 gap_ev=6.52
Cl -2.066 0.580 1.848
C 3.524 2.096 -3.778
O 4.216 2.843 -4.471
N 3.353 0.844 -3.985
N 2.801 2.573 -2.776
H 2.858 0.455 -3.195
H 4.084 0.274 -4.387
H 2.018 2.034 -2.434
H 2.663 3.570 -2.857
C 0.885 -5.039 -2.331
O 1.072 -6.054 -2.999
N 1.741 -4.202 -1.884
N -0.300 -4.632 -2.048
H 2.684 -4.536 -2.023
H 1.521 -3.499 -1.193
H -1.046 -5.216 -2.399
H -0.409 -3.735 -1.596
O -5.779 -2.825 0.432
H -5.776 -3.477 1.133
H -5.078 -2.218 0.665
O 2.649 1.966 4.989
H 2.337 2.323 5.820
H 1.863 1.900 4.446
O -3.857 6.160 1.137
H -3.898 5.221 1.316
H -3.322 6.517 1.846
O -3.216 1.978 7.149
H -3.122 1.654 6.253
H -2.399 2.445 7.322